*one*
The following is a DFT calculation (ωB97M-V with the def2-TZVPD basis set) of 2 unconnected molecules or ions with the total composition C8H6N2O.

```
! RIJCOSX wB97M-V def2-TZVPD def2/J DEFGRID3
* xyz 0 1
N 1.368 1.801 -0.314
H 2.427 -2.668 -0.533
C 3.817 0.286 0.222
C -1.982 -0.427 0.040
N -0.935 1.675 0.002
C -0.807 -1.074 0.220
H 1.059 2.748 -0.620
H 2.285 1.421 -0.481
C 1.661 -1.055 -0.146
H -3.033 1.335 0.118
C 0.282 1.075 -0.032
O 1.572 -2.391 -0.223
C 0.419 -0.387 0.124
H -2.877 -0.913 -0.013
C -2.022 0.920 0.040
C 4.741 1.003 0.146
H -0.886 -2.214 0.259
*
```

Output
* M: 146.15 g/mol
* frontier orbital gap (spin up / spin down): 6.8 / 6.8 eV


*two*
The following is a DFT calculation (ωB97M-V with the def2-TZVPD basis set) of C8H6N2O in the gas phase.

```
! RIJCOSX wB97M-V def2-TZVPD def2/J DEFGRID3
* xyz 0 1
H -1.941 -3.096 0.522
O 1.541 1.147 -1.908
C -0.343 0.889 1.766
H 1.124 0.506 -2.454
C 0.420 1.997 1.497
H 0.552 2.602 2.439
C 0.027 -0.058 -0.551
C 1.142 2.008 0.340
H -1.128 -3.027 -1.672
C 0.983 0.983 -0.657
C -1.185 -2.314 0.332
C -0.537 -0.203 0.803
C -0.947 -2.123 -1.043
H 1.965 2.701 0.072
N -0.224 -1.063 -1.448
H -0.612 0.555 2.860
N -1.155 -1.292 1.243
*
```

Output
* M: 146.15 g/mol
* frontier orbital gap: 7.6 eV
* SMILES: Oc1cccc2nccnc12


Which structure is the most stable? The one labeled *two*.


*one*
The following is a DFT calculation (ωB97M-V with the def2-TZVPD basis set) of 2 unconnected molecules or ions with the total composition C3H9O2.

```
! RIJCOSX wB97M-V def2-TZVPD def2/J DEFGRID3
* xyz -1 1
H -1.063 0.455 -0.767
O 0.336 0.362 1.310
H 1.138 2.202 1.871
H -2.361 -1.550 -1.432
C 0.440 1.407 2.244
C -0.666 -0.618 -0.859
H 0.814 -0.094 -2.437
H 1.040 -1.720 -1.764
H 1.401 -0.321 -0.694
H -0.522 1.899 2.496
O -1.516 -1.335 -1.811
C 0.730 -0.667 -1.516
H -0.645 -1.062 0.101
H 0.874 1.041 3.258
*
```

Output
* M: 77.10 g/mol
* frontier orbital gap: 6.2 eV


*two*
The following is a DFT calculation (ωB97M-V with the def2-TZVPD basis set) of 2 unconnected molecules or ions with the total composition C3H9O2.

```
! RIJCOSX wB97M-V def2-TZVPD def2/J DEFGRID3
* xyz -1 1
H 3.048 -0.116 1.282
H 1.368 0.343 -0.279
H -2.527 -1.465 -1.585
C 0.041 0.999 1.295
O 2.312 0.367 1.602
H -1.113 -1.525 -2.733
H -0.828 0.837 0.651
H -2.017 0.002 -2.520
H 0.828 -0.956 0.805
O -0.749 -0.526 -0.922
H -0.238 0.732 2.348
H 0.334 2.078 1.234
C -1.605 -0.879 -1.946
C 1.145 0.108 0.767
*
```

Output
* M: 77.10 g/mol
* frontier orbital gap: 6.1 eV


Which structure is the most stable? The one labeled *two*.


*one*
The following is a DFT calculation (ωB97M-V with the def2-TZVPD basis set) of 3 unconnected molecules or ions with the total composition C3H12N4O.

```
! RIJCOSX wB97M-V def2-TZVPD def2/J DEFGRID3
* xyz 0 1
H 1.815 2.006 -1.893
N -0.208 0.202 0.315
H -1.960 -0.895 2.885
N -0.502 1.387 0.123
H 1.896 -0.137 -0.889
H 0.201 -2.135 2.240
H -1.222 0.717 2.866
C -1.677 -0.063 2.248
H -1.157 1.816 0.794
H 0.386 -2.085 0.473
H -1.158 -2.597 1.188
H 0.380 -0.152 -2.653
H -2.578 0.338 1.773
H 1.838 -0.097 -3.778
H 0.305 2.070 -1.461
C -0.306 -1.922 1.296
C 1.463 -0.101 -2.757
N -0.740 -0.546 1.248
O 0.900 2.299 -2.201
N 2.324 -0.106 -1.816
*
```

Output
* M: 120.16 g/mol
* frontier orbital gap: 10.0 eV
* SMILES: [H]/N=N\N(C)C.C=N.O


*two*
The following is a DFT calculation (ωB97M-V with the def2-TZVPD basis set) of C3H12N4O in the gas phase.

```
! RIJCOSX wB97M-V def2-TZVPD def2/J DEFGRID3
* xyz 0 1
C -1.572 -0.253 -1.333
H -1.576 -1.297 1.075
C -1.556 -0.201 1.061
N -0.965 0.330 -0.154
H 0.792 -1.644 -0.067
C 0.499 0.378 -0.130
H 2.613 -0.263 1.516
H -2.577 0.174 1.135
H 2.901 -0.357 -0.092
H 0.912 2.330 0.055
N 0.970 1.504 0.638
H -1.229 0.277 -2.220
N 2.435 -0.827 0.689
H 0.937 -0.232 -1.929
H 0.385 1.639 1.452
N 1.027 -0.827 0.493
O 1.015 0.582 -1.418
H -2.650 -0.116 -1.253
H -0.989 0.135 1.926
H -1.371 -1.331 -1.443
*
```

Output
* M: 120.16 g/mol
* frontier orbital gap: 9.3 eV
* SMILES: CN(C)[C@](N)(O)NN


Which structure is the most stable? The one labeled *two*.


*one*
The following is a DFT calculation (ωB97M-V with the def2-TZVPD basis set) of 2 unconnected molecules or ions with the total composition C5H11NOS.

```
! RIJCOSX wB97M-V def2-TZVPD def2/J DEFGRID3
* xyz 0 3
H -1.151 -0.483 -0.748
O 3.411 1.000 -1.227
H -2.344 1.870 2.052
C 1.038 -2.487 0.116
N 1.528 -2.118 -1.111
H -0.150 2.089 0.748
H 2.439 -1.557 -1.029
H 0.009 -2.333 0.367
H -1.027 1.151 -1.523
S 1.962 1.424 -1.193
H -2.519 2.483 0.474
H 1.033 -3.532 0.115
C -0.691 1.149 0.677
C -0.577 0.478 -0.777
C 0.788 0.331 -1.116
C -2.201 1.555 1.034
H 1.638 -2.236 1.046
H -2.799 0.791 0.651
H -0.389 0.426 1.445
*
```

Output
* M: 133.22 g/mol
* frontier orbital gap (spin up / spin down): 8.4 / 7.3 eV


*two*
The following is a DFT calculation (ωB97M-V with the def2-TZVPD basis set) of a molecular structure, C5H11NOS.

```
! RIJCOSX wB97M-V def2-TZVPD def2/J DEFGRID3
* xyz 0 3
C 1.705 -0.378 -0.422
H 2.516 -0.939 0.109
N 0.609 -0.181 0.473
H -2.174 -2.153 -0.323
H -0.616 1.057 1.570
O -3.173 0.426 0.369
C 0.633 2.150 -0.095
C -1.310 -1.514 -0.465
H 1.472 2.419 0.532
H 0.725 1.949 -1.179
H 1.350 -1.108 -1.297
C -0.214 -1.364 0.642
H -0.683 -1.401 1.534
S -2.065 0.234 -0.561
H 2.055 0.654 -0.840
H 0.355 -2.203 0.726
H -0.055 2.977 0.001
H -0.985 -1.614 -1.396
C -0.146 0.988 0.621
*
```

Output
* M: 133.22 g/mol
* frontier orbital gap (spin up / spin down): 5.9 / 8.1 eV


Which structure is the most stable? The one labeled *two*.


*one*
The following is a DFT calculation (ωB97M-V with the def2-TZVPD basis set) of C7H10N2OS in the gas phase.

```
! RIJCOSX wB97M-V def2-TZVPD def2/J DEFGRID3
* xyz 0 1
H 2.506 2.863 -0.794
C -0.948 0.924 -1.940
O -2.787 -1.097 -2.406
H 2.115 1.776 0.813
C -1.217 -0.031 -0.933
N -2.183 -2.059 -0.369
H -0.330 -3.176 1.414
H 0.779 2.453 -0.178
C -2.139 -1.075 -1.377
H -0.058 -1.888 2.439
C -0.687 -0.438 0.334
N -1.266 -1.585 0.662
C 1.794 1.021 -1.206
H 2.520 0.186 -1.070
S 0.943 0.601 -2.582
H -1.662 -2.537 2.425
C -0.806 -2.376 1.813
H -1.397 0.715 -2.826
H -0.782 2.060 -1.666
C 1.802 2.178 -0.219
H -2.033 -3.030 -0.531
*
```

Output
* M: 170.24 g/mol
* frontier orbital gap (spin up / spin down): 6.0 / 6.1 eV


*two*
The following is a DFT calculation (ωB97M-V with the def2-TZVPD basis set) of C7H10N2OS in the gas phase.

```
! RIJCOSX wB97M-V def2-TZVPD def2/J DEFGRID3
* xyz 0 1
C 1.901 1.497 0.447
H 0.291 2.917 0.313
C -0.443 1.112 -0.099
H 3.371 -0.173 -0.033
C -0.288 -0.687 -0.092
H 1.712 1.445 1.510
N -2.349 0.173 0.008
O 1.909 -2.366 -0.504
S 1.381 -1.287 0.347
H -1.636 -3.075 0.373
H -2.862 -2.537 -0.753
C 0.629 2.075 -0.156
H -3.121 -2.172 1.023
C -2.317 -2.265 0.248
N -1.689 1.312 -0.074
H 0.990 2.151 -1.196
H -3.249 0.092 -0.289
H 2.776 2.328 0.446
C 2.313 0.213 -0.178
H 2.292 0.217 -1.297
C -1.608 -0.970 -0.042
*
```

Output
* M: 170.24 g/mol
* frontier orbital gap: 9.2 eV


Which structure is the most stable? The one labeled *two*.


*one*
The following is a DFT calculation (ωB97M-V with the def2-TZVPD basis set) of C2H6S in the gas phase.

```
! RIJCOSX wB97M-V def2-TZVPD def2/J DEFGRID3
* xyz 0 1
C -0.935 -0.448 0.322
H 0.684 -0.375 -1.231
H -0.564 -0.735 1.307
C 0.181 0.230 -0.490
S 1.436 1.043 0.592
H 2.475 0.285 0.222
H -1.717 0.283 0.501
H -1.296 -1.341 -0.197
H -0.264 1.058 -1.027
*
```

Output
* M: 62.14 g/mol
* frontier orbital gap: 10.1 eV
* SMILES: CCS


*two*
The following is a DFT calculation (ωB97M-V with the def2-TZVPD basis set) of 2 unconnected molecules or ions with the total composition C2H6S.

```
! RIJCOSX wB97M-V def2-TZVPD def2/J DEFGRID3
* xyz 0 1
H 0.298 0.796 0.749
C 0.950 1.294 -1.176
H -1.030 1.187 -0.506
S -0.506 -2.766 1.318
H -0.984 -2.148 2.384
H 1.997 1.163 -0.927
H 0.733 1.496 -2.216
C 0.018 1.092 -0.252
H -1.476 -2.114 0.626
*
```

Output
* M: 62.14 g/mol
* frontier orbital gap: 10.7 eV
* SMILES: C=C.S


Which structure is the most stable? The one labeled *one*.